<w>
{
  "formula": "C18H24N2O5",
  "method": "the ωB97M-V functional and the def2-TZVPD basis",
  "total_charge": 0,
  "homo_lumo_gap_ev": 9.293,
  "lumo_ev": 0.683,
  "homo_ha": -0.316,
  "symbols": ["O", "O", "O", "O", "O", "N", "N", "C", "C", "C", "C", "C", "C", "C", "C", "C", "C", "C", "C", "C", "C", "C", "C", "C", "C", "H", "H", "H", "H", "H", "H", "H", "H", "H", "H", "H", "H", "H", "H", "H", "H", "H", "H", "H", "H", "H", "H", "H", "H"],
  "coordinates": [[-1.415, -0.146, 0.696], [4.406, -0.935, 0.636], [2.425, 0.924, -0.973], [-3.650, 1.760, -1.288], [2.322, 2.682, 0.424], [-1.564, 1.144, -1.916], [-1.882, 2.547, -0.116], [-0.180, 0.848, -1.576], [3.142, -1.502, 0.893], [-3.753, -0.728, 1.164], [4.390, 0.462, 0.485], [-3.907, -2.032, 0.391], [-2.449, 1.778, -1.120], [0.685, -1.487, -1.924], [0.320, 1.815, -0.525], [1.755, 1.876, -0.285], [0.149, -3.284, -0.451], [3.844, 0.948, -0.867], [0.790, -2.825, -1.586], [-0.050, -0.603, -1.150], [-2.339, -0.499, 1.707], [-0.545, 2.603, 0.160], [-0.597, -2.422, 0.332], [-0.717, -1.078, -0.008], [-0.145, 3.568, 1.224], [1.366, -3.498, -2.200], [2.458, -1.370, 0.051], [-1.980, 0.539, -2.609], [-4.930, -2.130, 0.035], [-3.682, -2.890, 1.023], [-4.014, 0.108, 0.512], [4.193, 1.973, -1.028], [-3.246, -2.053, -0.472], [4.200, 0.295, -1.666], [0.421, 0.980, -2.487], [-4.439, -0.724, 2.013], [0.458, 4.366, 0.793], [0.222, -4.323, -0.167], [-2.348, 0.369, 2.375], [-1.091, -2.814, 1.207], [3.822, 0.937, 1.295], [1.188, -1.113, -2.804], [-1.998, -1.365, 2.284], [3.311, -2.564, 1.059], [-2.533, 3.078, 0.444], [5.436, 0.771, 0.555], [2.689, -1.060, 1.789], [-1.019, 3.997, 1.708], [0.482, 3.077, 1.964]],
  "mulliken_charge": [-0.114, -0.459, -0.229, -0.682, -0.689, -0.089, 0.049, -0.188, -0.169, -0.240, -0.535, -1.127, -0.017, -0.023, -0.658, 0.529, -0.723, -0.585, -0.925, 0.239, -0.677, 0.802, -0.908, 0.797, -1.446, 0.383, -0.090, 0.315, 0.412, 0.293, 0.129, 0.425, 0.212, 0.379, 0.640, 0.475, 0.300, 0.437, 0.317, 0.327, 0.355, 0.413, 0.423, 0.337, 0.258, 0.364, 0.263, 0.379, 0.323]
}

***

<x>
{
  "formula": "C18H24N2O5",
  "method": "the ωB97M-V functional and the def2-TZVPD basis",
  "total_charge": 0,
  "homo_lumo_gap_ev": 8.532,
  "lumo_ev": 0.658,
  "homo_ha": -0.289,
  "symbols": ["O", "O", "O", "O", "O", "N", "N", "C", "C", "C", "C", "C", "C", "C", "C", "C", "C", "C", "C", "C", "C", "C", "C", "C", "C", "H", "H", "H", "H", "H", "H", "H", "H", "H", "H", "H", "H", "H", "H", "H", "H", "H", "H", "H", "H", "H", "H", "H", "H"],
  "coordinates": [[1.743, 2.427, 0.377], [0.316, -3.364, 1.423], [-4.354, 0.604, 0.015], [4.295, -0.956, 0.467], [-0.605, 4.031, -0.130], [1.189, -2.250, -0.336], [-3.318, -1.369, 0.438], [3.838, -0.933, -0.864], [4.615, 0.321, 0.958], [-4.599, -2.050, 0.478], [-2.178, -2.094, 0.569], [-4.927, -2.692, -0.866], [3.455, -2.349, -1.291], [0.475, 1.937, 0.291], [-3.310, -0.004, 0.191], [0.240, -2.472, 0.600], [-1.786, 4.774, -0.321], [0.394, 0.563, 0.436], [2.430, -2.995, -0.364], [-1.990, 0.617, 0.187], [1.995, 3.811, 0.501], [-0.815, -0.132, 0.356], [-0.936, -1.556, 0.500], [-0.711, 2.679, 0.055], [-1.913, 2.003, 0.030], [4.917, 0.187, 1.994], [2.823, -3.035, 0.655], [2.236, -4.024, -0.692], [5.443, 0.767, 0.391], [3.751, 0.995, 0.908], [-2.453, 4.698, 0.543], [4.351, -2.970, -1.282], [3.066, 3.887, 0.689], [1.745, 4.351, -0.413], [-1.461, 5.807, -0.437], [4.630, -0.551, -1.530], [2.978, -0.249, -0.952], [-4.978, -1.929, -1.638], [-4.570, -2.804, 1.269], [-4.166, -3.420, -1.141], [-2.302, -3.155, 0.727], [3.070, -2.313, -2.312], [-5.888, -3.195, -0.810], [-2.319, 4.457, -1.222], [1.031, -1.563, -1.054], [-2.848, 2.521, -0.110], [-5.352, -1.296, 0.719], [1.308, 0.035, 0.655], [1.448, 4.245, 1.340]],
  "mulliken_charge": [-0.446, -0.665, -0.740, -0.313, -0.451, -0.131, 0.120, -0.142, -0.324, -0.791, -0.353, -1.012, -0.980, -0.168, 0.402, -0.293, -0.965, -0.144, -0.733, -1.388, -0.857, -0.052, 0.378, 1.259, 0.050, 0.254, 0.361, 0.333, 0.307, -0.052, 0.371, 0.388, 0.277, 0.257, 0.248, 0.428, 0.112, 0.300, 0.375, 0.300, 0.549, 0.367, 0.372, 0.353, 0.397, 0.625, 0.363, 1.099, 0.355]
}

***

Going by the energies, <w> is most stable and the next is 0.661 eV up.